16
Properties=species:S:1:pos:R:3:nbo_charge:R:1 method="wB97M-V/def2-TZVPD" e_homo_ev=-8.904 molar_mass_g_mol=82.1 total_charge=0 smiles=C[C@H]1C[C@H]2C[C@H]21
C 1.75 -0.46 -0.35 -0.605
C 0.31 -0.30 -0.73 -0.219
C -0.69 -1.07 0.12 -0.382
C -1.57 0.38 0.20 -0.307
C -0.69 1.27 1.00 -0.424
C -0.39 1.02 -0.48 -0.206
H 2.07 -1.50 -0.48 0.209
H 2.38 0.19 -0.97 0.207
H 1.90 -0.19 0.70 0.202
H 0.14 -0.57 -1.78 0.204
H -1.15 -1.95 -0.38 0.203
H -0.39 -1.39 1.13 0.196
H -2.29 -0.39 0.17 0.285
H -0.08 0.79 1.77 0.200
H -0.96 2.30 1.24 0.225
H -0.34 1.86 -1.17 0.213


62
Properties=species:S:1:pos:R:3:nbo_charge:R:1 method="wB97M-V/def2-TZVPD" e_homo_ev=-12.603 molar_mass_g_mol=340.5 total_charge=+1 smiles="CC[C@@H](C)OC(=O)C[N+](C)(C)CCO[C@@H]1C[C@@H]2CC[C@@]1(C)C2(C)C"
C -3.06 -2.44 -3.22 -0.615
H -3.18 -1.75 -2.39 0.205
H -3.82 -2.25 -3.96 0.211
C -1.66 -2.31 -3.83 -0.413
H -1.58 -2.94 -4.71 0.223
C -1.30 -0.88 -4.24 0.094
C -2.29 -0.24 -5.20 -0.640
H -2.41 -0.87 -6.07 0.234
H -3.26 -0.10 -4.72 0.219
H -1.92 0.73 -5.53 0.223
H -0.30 -0.86 -4.67 0.211
O -1.25 -0.09 -3.01 -0.497
C -0.38 0.88 -2.94 0.809
O 0.41 1.22 -3.77 -0.604
C -0.51 1.54 -1.54 -0.339
N 0.38 2.69 -1.29 -0.200
C 1.79 2.26 -1.35 -0.445
H 1.99 1.79 -2.31 0.259
H 1.98 1.56 -0.54 0.265
H 2.45 3.12 -1.24 0.227
C 0.16 3.74 -2.31 -0.427
H -0.89 4.02 -2.35 0.225
H 0.75 4.62 -2.07 0.233
H 0.47 3.37 -3.29 0.269
C 0.09 3.29 0.05 -0.230
H 0.95 3.90 0.32 0.234
C -0.17 2.28 1.18 -0.077
O 0.85 1.32 1.23 -0.581
C 0.96 0.58 2.44 0.111
H 0.62 1.22 3.26 0.185
C 2.43 0.14 2.64 -0.423
H 2.88 0.63 3.50 0.223
H 3.02 0.40 1.76 0.214
C 2.33 -1.38 2.83 -0.219
H 3.19 -1.81 3.33 0.226
C 2.04 -1.98 1.46 -0.412
H 2.11 -3.07 1.48 0.219
H 2.73 -1.62 0.70 0.206
C 0.59 -1.52 1.19 -0.411
H 0.54 -0.86 0.32 0.192
H -0.08 -2.36 1.00 0.218
C 0.19 -0.77 2.47 -0.051
C -1.31 -0.65 2.67 -0.619
H -1.80 -0.27 1.77 0.199
H -1.73 -1.62 2.89 0.227
H -1.54 0.02 3.50 0.213
C 0.98 -1.54 3.56 -0.002
C 0.55 -2.99 3.74 -0.624
H 1.32 -3.54 4.27 0.223
H 0.36 -3.50 2.80 0.210
H -0.36 -3.04 4.34 0.216
C 0.95 -0.91 4.96 -0.622
H 1.33 0.11 4.98 0.203
H -0.07 -0.90 5.34 0.214
H 1.55 -1.51 5.63 0.225
H -0.19 2.86 2.12 0.210
H -1.16 1.82 1.07 0.181
H -0.79 3.92 -0.03 0.234
H -0.29 0.76 -0.81 0.274
H -1.55 1.85 -1.42 0.251
H -0.92 -2.65 -3.10 0.211
H -3.19 -3.45 -2.85 0.225


75
Properties=species:S:1:pos:R:3:lowdin_charge:R:1 method="wB97M-V/def2-TZVPD" e_homo_ev=-5.268 molar_mass_g_mol=1238.6 total_charge=-1
Hg -0.13 1.40 -2.32 0.637
Cl -2.28 -0.88 -1.18 0.642
C -3.67 0.13 -1.27 -0.659
C -4.88 -0.52 -1.47 -0.126
C -6.06 0.20 -1.48 -0.096
C -6.02 1.57 -1.29 -0.130
C -4.81 2.21 -1.12 -0.703
Cl -4.82 3.92 -0.89 0.644
C -3.58 1.53 -1.12 -0.711
S -2.12 2.48 -0.93 0.431
H -4.89 -1.59 -1.61 0.100
H -7.01 -0.30 -1.62 0.102
H -6.94 2.15 -1.28 0.099
F 1.75 -0.35 -1.25 -0.419
As 3.32 0.24 -1.86 0.720
F 4.90 0.77 -2.31 -0.246
F 2.75 1.87 -1.52 -0.301
F 2.83 0.50 -3.50 -0.341
F 3.90 0.09 -0.22 -0.243
F 3.68 -1.42 -2.21 -0.250
F 5.25 2.61 4.93 0.120
C 5.44 2.23 3.64 -0.572
F 6.41 1.30 3.67 0.132
F 5.95 3.30 3.00 0.132
C 4.18 1.72 3.02 -0.126
C 3.49 2.47 2.09 0.001
C 2.31 1.98 1.55 -0.091
C 1.82 0.74 1.94 -0.356
C 2.51 0.00 2.90 -0.073
C 3.69 0.49 3.44 -0.003
P 0.24 0.19 1.16 1.092
C -0.80 0.48 2.67 -0.336
C -0.84 -0.36 3.78 -0.074
C -1.61 -0.03 4.88 -0.008
C -2.36 1.14 4.88 -0.131
C -2.34 1.98 3.78 -0.002
C -1.56 1.65 2.68 -0.079
C -3.23 1.46 6.06 -0.575
F -4.41 0.80 6.02 0.129
F -2.65 1.12 7.23 0.126
F -3.53 2.77 6.14 0.128
C 0.40 -1.64 1.22 -0.378
C 1.60 -2.28 0.89 -0.074
C 1.62 -3.64 0.66 0.012
C 0.46 -4.38 0.77 -0.129
C -0.73 -3.77 1.15 -0.013
C -0.75 -2.41 1.37 -0.127
C 0.45 -5.86 0.52 -0.575
F 1.54 -6.30 -0.13 0.134
F -0.62 -6.25 -0.20 0.128
F 0.39 -6.56 1.68 0.122
H 3.88 3.43 1.77 0.122
H 1.77 2.56 0.81 0.098
H 2.14 -0.97 3.22 0.104
H 4.23 -0.09 4.17 0.123
H -0.27 -1.27 3.79 0.104
H -1.63 -0.68 5.74 0.121
H -2.94 2.88 3.77 0.121
H -1.54 2.30 1.82 0.050
H 2.51 -1.70 0.77 0.093
H 2.55 -4.13 0.38 0.124
H -1.64 -4.36 1.23 0.123
H -1.68 -1.93 1.65 0.096
Te 0.04 -0.74 -3.96 0.868
C 0.29 0.02 -5.93 -0.635
C 0.72 -0.85 -6.92 -0.169
C 0.80 -0.43 -8.24 -0.103
C 0.44 0.87 -8.58 -0.110
C 0.04 1.75 -7.59 -0.101
C -0.03 1.33 -6.27 -0.163
H 0.99 -1.87 -6.66 0.087
H 1.15 -1.11 -9.00 0.097
H 0.48 1.19 -9.61 0.093
H -0.22 2.77 -7.84 0.098
H -0.34 2.03 -5.50 0.073


Please write out number 2 again, unchanged.
62
Properties=species:S:1:pos:R:3:nbo_charge:R:1 method="wB97M-V/def2-TZVPD" e_homo_ev=-12.603 molar_mass_g_mol=340.5 total_charge=+1 smiles="CC[C@@H](C)OC(=O)C[N+](C)(C)CCO[C@@H]1C[C@@H]2CC[C@@]1(C)C2(C)C"
C -3.06 -2.44 -3.22 -0.615
H -3.18 -1.75 -2.39 0.205
H -3.82 -2.25 -3.96 0.211
C -1.66 -2.31 -3.83 -0.413
H -1.58 -2.94 -4.71 0.223
C -1.30 -0.88 -4.24 0.094
C -2.29 -0.24 -5.20 -0.640
H -2.41 -0.87 -6.07 0.234
H -3.26 -0.10 -4.72 0.219
H -1.92 0.73 -5.53 0.223
H -0.30 -0.86 -4.67 0.211
O -1.25 -0.09 -3.01 -0.497
C -0.38 0.88 -2.94 0.809
O 0.41 1.22 -3.77 -0.604
C -0.51 1.54 -1.54 -0.339
N 0.38 2.69 -1.29 -0.200
C 1.79 2.26 -1.35 -0.445
H 1.99 1.79 -2.31 0.259
H 1.98 1.56 -0.54 0.265
H 2.45 3.12 -1.24 0.227
C 0.16 3.74 -2.31 -0.427
H -0.89 4.02 -2.35 0.225
H 0.75 4.62 -2.07 0.233
H 0.47 3.37 -3.29 0.269
C 0.09 3.29 0.05 -0.230
H 0.95 3.90 0.32 0.234
C -0.17 2.28 1.18 -0.077
O 0.85 1.32 1.23 -0.581
C 0.96 0.58 2.44 0.111
H 0.62 1.22 3.26 0.185
C 2.43 0.14 2.64 -0.423
H 2.88 0.63 3.50 0.223
H 3.02 0.40 1.76 0.214
C 2.33 -1.38 2.83 -0.219
H 3.19 -1.81 3.33 0.226
C 2.04 -1.98 1.46 -0.412
H 2.11 -3.07 1.48 0.219
H 2.73 -1.62 0.70 0.206
C 0.59 -1.52 1.19 -0.411
H 0.54 -0.86 0.32 0.192
H -0.08 -2.36 1.00 0.218
C 0.19 -0.77 2.47 -0.051
C -1.31 -0.65 2.67 -0.619
H -1.80 -0.27 1.77 0.199
H -1.73 -1.62 2.89 0.227
H -1.54 0.02 3.50 0.213
C 0.98 -1.54 3.56 -0.002
C 0.55 -2.99 3.74 -0.624
H 1.32 -3.54 4.27 0.223
H 0.36 -3.50 2.80 0.210
H -0.36 -3.04 4.34 0.216
C 0.95 -0.91 4.96 -0.622
H 1.33 0.11 4.98 0.203
H -0.07 -0.90 5.34 0.214
H 1.55 -1.51 5.63 0.225
H -0.19 2.86 2.12 0.210
H -1.16 1.82 1.07 0.181
H -0.79 3.92 -0.03 0.234
H -0.29 0.76 -0.81 0.274
H -1.55 1.85 -1.42 0.251
H -0.92 -2.65 -3.10 0.211
H -3.19 -3.45 -2.85 0.225